1.
{
  "formula": "C5H7NO",
  "method": "the ωB97M-V functional and the def2-TZVPD basis",
  "de_lowest_ev": 3.760,
  "total_energy_ha": -324.58627,
  "symbols": ["C", "C", "C", "C", "O", "C", "N", "H", "H", "H", "H", "H", "H", "H"],
  "xyz": [[0.0254, -0.6662, 1.9189], [0.1606, 0.4803, 0.8698], [-0.1126, 0.0912, -0.6261], [-0.8457, 0.7363, -2.0001], [0.1404, 1.5638, -1.6476], [0.8289, -0.9683, -0.9756], [1.5605, -1.7950, -1.3327], [-1.0161, -0.8064, 2.2229], [0.6010, -0.3991, 2.8170], [0.4147, -1.6391, 1.5933], [-0.4766, 1.3070, 1.1808], [1.2047, 0.8440, 0.9086], [-0.6221, 0.1162, -2.8888], [-1.8897, 1.0956, -2.0019]],
  "mulliken_charge": [-1.063, -0.344, 0.442, -0.283, -0.405, -0.057, -0.434, 0.289, 0.309, 0.356, 0.360, 0.297, 0.272, 0.263]
}



2.
{
  "formula": "C5H7NO",
  "method": "the ωB97M-V functional and the def2-TZVPD basis",
  "de_lowest_ev": 1.764,
  "total_energy_ha": -324.65965,
  "smiles": "C[N@@H+]1C=CC=C1[O-]",
  "symbols": ["C", "N", "C", "C", "C", "C", "O", "H", "H", "H", "H", "H", "H", "H"],
  "xyz": [[-0.2590, -1.6864, 0.3078], [0.3561, -0.5066, -0.3304], [1.1237, 0.3520, 0.5584], [0.5355, 1.5662, 0.5602], [-0.5916, 1.6625, -0.3179], [-0.8175, 0.4712, -0.9751], [-1.5078, -0.0699, -1.8096], [0.4925, -2.4639, 0.4687], [-1.0560, -2.0478, -0.3474], [-0.6715, -1.3689, 1.2675], [0.8704, -0.8012, -1.1613], [1.9423, -0.0566, 1.1335], [0.8875, 2.3913, 1.1713], [-1.1840, 2.5475, -0.4979]],
  "mulliken_charge": [-0.871, 0.043, -0.831, -0.040, -0.715, 0.484, -0.616, 0.320, 0.356, 0.319, 0.306, 0.398, 0.431, 0.415]
}



3.
{
  "formula": "C5H7NO",
  "method": "the ωB97M-V functional and the def2-TZVPD basis",
  "de_lowest_ev": 1.993,
  "total_energy_ha": -324.65124,
  "smiles": "C#CCCNC=O",
  "symbols": ["C", "C", "C", "C", "N", "C", "O", "H", "H", "H", "H", "H", "H", "H"],
  "xyz": [[-0.6508, -1.7733, -1.1291], [-1.0832, -0.7384, -0.6946], [-1.3977, 0.5326, -0.0474], [-0.1054, 1.1131, 0.6517], [0.9127, 0.1168, 0.9036], [1.7227, -0.2627, -0.1373], [1.9052, 0.3908, -1.1446], [-0.2450, -2.6659, -1.5410], [-2.2072, 0.3868, 0.6780], [-1.7828, 1.2502, -0.7819], [0.3510, 1.8527, -0.0080], [-0.3765, 1.6059, 1.5910], [0.7060, -0.5968, 1.5912], [2.2510, -1.2117, 0.0684]],
  "mulliken_charge": [0.037, -0.356, -0.512, -0.617, -0.238, -0.031, -0.542, 0.371, 0.304, 0.283, 0.297, 0.324, 0.283, 0.397]
}



4.
{
  "formula": "C5H7NO",
  "method": "the ωB97M-V functional and the def2-TZVPD basis",
  "de_lowest_ev": 4.626,
  "total_energy_ha": -324.55448,
  "symbols": ["C", "C", "C", "C", "C", "N", "O", "H", "H", "H", "H", "H", "H", "H"],
  "xyz": [[-2.5951, 0.4150, 0.2082], [-0.2338, 1.1679, -0.2619], [-0.0777, -0.3719, -0.5029], [-2.5382, -1.1730, 0.0682], [1.0057, -0.9992, 0.3446], [-1.6964, 1.2996, 0.0813], [-1.3284, -1.3932, -0.2416], [-3.5711, 0.8159, 0.4650], [0.3208, 1.5289, 0.6001], [-0.0581, 1.7720, -1.1438], [0.0588, -0.5899, -1.5633], [0.8262, -0.7961, 1.3988], [1.9719, -0.5798, 0.0691], [1.0299, -2.0761, 0.1956]],
  "mulliken_charge": [0.102, -0.473, 0.378, -0.317, -1.382, -0.532, -0.141, 0.429, 0.283, 0.281, 0.272, 0.355, 0.367, 0.378]
}



- Which formula does entry 4 have?
  C5H7NO



Please write out number 3 again, unchanged.
{
  "formula": "C5H7NO",
  "method": "the ωB97M-V functional and the def2-TZVPD basis",
  "de_lowest_ev": 1.993,
  "total_energy_ha": -324.65124,
  "smiles": "C#CCCNC=O",
  "symbols": ["C", "C", "C", "C", "N", "C", "O", "H", "H", "H", "H", "H", "H", "H"],
  "xyz": [[-0.6508, -1.7733, -1.1291], [-1.0832, -0.7384, -0.6946], [-1.3977, 0.5326, -0.0474], [-0.1054, 1.1131, 0.6517], [0.9127, 0.1168, 0.9036], [1.7227, -0.2627, -0.1373], [1.9052, 0.3908, -1.1446], [-0.2450, -2.6659, -1.5410], [-2.2072, 0.3868, 0.6780], [-1.7828, 1.2502, -0.7819], [0.3510, 1.8527, -0.0080], [-0.3765, 1.6059, 1.5910], [0.7060, -0.5968, 1.5912], [2.2510, -1.2117, 0.0684]],
  "mulliken_charge": [0.037, -0.356, -0.512, -0.617, -0.238, -0.031, -0.542, 0.371, 0.304, 0.283, 0.297, 0.324, 0.283, 0.397]
}



Repeat the first record exactly.
{
  "formula": "C5H7NO",
  "method": "the ωB97M-V functional and the def2-TZVPD basis",
  "de_lowest_ev": 3.760,
  "total_energy_ha": -324.58627,
  "symbols": ["C", "C", "C", "C", "O", "C", "N", "H", "H", "H", "H", "H", "H", "H"],
  "xyz": [[0.0254, -0.6662, 1.9189], [0.1606, 0.4803, 0.8698], [-0.1126, 0.0912, -0.6261], [-0.8457, 0.7363, -2.0001], [0.1404, 1.5638, -1.6476], [0.8289, -0.9683, -0.9756], [1.5605, -1.7950, -1.3327], [-1.0161, -0.8064, 2.2229], [0.6010, -0.3991, 2.8170], [0.4147, -1.6391, 1.5933], [-0.4766, 1.3070, 1.1808], [1.2047, 0.8440, 0.9086], [-0.6221, 0.1162, -2.8888], [-1.8897, 1.0956, -2.0019]],
  "mulliken_charge": [-1.063, -0.344, 0.442, -0.283, -0.405, -0.057, -0.434, 0.289, 0.309, 0.356, 0.360, 0.297, 0.272, 0.263]
}